[1]
DFT (ωB97M-V/def2-TZVPD) results for C2H4Cl2N2S2 in the gas phase.

**Kohn-Sham gap**: 9.158 eV
**2S+1**: 1
**SMILES**: S/N=C(/NS)C(Cl)Cl
**Max |F|**: 4.19 eV/Å
**LUMO**: 0.18 eV

```
12
Properties=species:S:1:pos:R:3:forces:R:3
S 1.010 -1.911 -1.874 1.01 1.13 -0.51
N -0.369 -1.303 -1.130 0.80 -2.55 -1.39
C -0.270 -0.402 -0.312 -1.10 3.57 1.92
N -1.481 0.082 0.268 2.43 1.01 2.81
S -1.451 -0.168 2.068 -0.34 3.42 -1.15
C 0.783 0.640 0.077 0.13 0.53 1.23
Cl 1.297 1.638 -1.296 -0.06 -0.10 -0.14
Cl 2.248 -0.026 0.937 -0.98 0.32 -0.40
H 1.828 -0.766 -1.744 -0.61 -1.41 -0.23
H -2.212 -0.446 -0.015 -2.86 -2.02 -1.47
H -1.600 1.298 2.261 0.20 -2.69 0.15
H 0.218 1.362 0.760 1.37 -1.20 -0.80
```
Forces are in eV/Å.

Löwdin population analysis, charges in e, atoms 1 to 4:
1 S 0.725
2 N -0.322
3 C -0.713
4 N -0.316

=====

[2]
DFT (ωB97M-V/def2-TZVPD) results for a molecular structure, C33H52N3O2P2Pt.

**ΔE to the lowest compared entry with this formula, charge and spin**: 80.1 kJ/mol
**Kohn-Sham gap (alpha / beta)**: 4.456 / 5.839 eV
**2S+1**: 5
**⟨S²⟩**: 6.096
**Net charge**: +3
**Max |F|**: 9.49 eV/Å
**LUMO (alpha / beta)**: -8.98 / -11.22 eV

```
93
Properties=species:S:1:pos:R:3:forces:R:3
C -1.849 -1.874 -1.522 -0.10 -0.24 0.20
C 0.393 -1.836 -2.486 -2.35 0.89 -0.35
C -2.208 -2.933 -2.380 -0.10 0.49 0.12
C -0.117 -2.672 -3.527 1.33 0.31 0.32
C -1.343 -3.284 -3.428 -0.87 -0.06 0.59
H -3.194 -3.395 -2.218 0.61 0.19 -0.37
H 0.553 -2.904 -4.350 -0.08 -0.09 0.12
H -1.661 -4.042 -4.142 0.15 0.23 0.04
N -0.593 -1.365 -1.548 0.54 -1.82 -0.45
P -2.413 0.391 -0.010 -1.79 -0.58 0.30
P 2.213 -0.708 -0.758 0.69 -0.39 -1.56
C -2.897 -1.296 -0.520 1.34 -1.14 -1.28
H -3.875 -1.356 -1.010 0.20 0.19 0.20
H -2.929 -1.961 0.351 0.06 0.14 -0.05
C 0.326 1.232 1.114 1.62 6.44 6.78
O 0.479 2.109 1.903 -0.82 -4.82 -4.63
C 1.701 -1.354 -2.365 -0.87 1.22 -1.14
H 2.415 -1.379 -3.210 -0.77 -0.26 0.62
C 3.663 0.564 -1.064 -0.16 0.43 0.33
C 2.845 -2.421 -0.389 -0.35 0.15 0.54
C -3.282 1.482 -1.310 0.89 0.43 -0.95
C -3.299 0.538 1.665 0.28 0.33 0.19
C 3.254 1.963 -0.551 -0.15 -0.36 -0.10
H 3.028 1.930 0.515 0.12 0.09 0.10
H 4.086 2.659 -0.710 -0.08 -0.20 0.09
H 2.389 2.365 -1.067 -0.08 0.05 -0.10
C 4.860 0.108 -0.230 0.14 -0.24 0.16
H 4.589 0.025 0.829 0.16 0.06 -0.16
H 5.259 -0.850 -0.571 0.01 0.18 0.07
H 5.668 0.848 -0.306 -0.27 -0.09 -0.07
C 4.040 0.649 -2.554 -0.16 -0.28 0.08
H 4.911 1.319 -2.651 -0.47 -0.07 0.04
H 4.365 -0.316 -2.951 0.01 0.17 -0.01
H 3.197 1.013 -3.159 0.44 0.06 0.10
C 3.447 -2.417 1.010 0.37 -0.41 0.76
H 2.929 -1.709 1.687 0.29 -0.38 -0.30
H 3.321 -3.428 1.429 0.22 0.37 0.05
H 4.518 -2.180 0.995 -0.42 -0.09 0.15
C 1.674 -3.423 -0.413 -0.04 0.02 0.08
H 0.888 -3.147 0.292 0.06 -0.17 -0.01
H 1.249 -3.556 -1.407 0.14 -0.13 0.30
H 2.095 -4.387 -0.133 -0.03 -0.06 0.16
C 3.818 -2.797 -1.513 0.82 -0.57 -0.49
H 3.968 -2.058 -2.311 0.12 -0.24 0.58
H 4.815 -3.026 -1.120 -0.22 -0.07 -0.02
H 3.442 -3.692 -2.031 0.24 0.20 0.20
C -3.180 1.977 2.200 -0.14 0.04 0.09
H -3.532 1.982 3.242 0.10 0.02 -0.27
H -2.140 2.331 2.201 -0.25 0.00 0.02
H -3.804 2.689 1.646 0.19 -0.25 0.19
C -2.606 -0.407 2.654 0.13 -0.06 0.01
H -2.659 -1.451 2.329 0.08 0.12 0.15
H -1.557 -0.139 2.814 -0.14 -0.04 0.01
H -3.134 -0.331 3.615 0.19 -0.02 -0.25
C -4.777 0.102 1.590 -0.06 0.06 -0.13
H -5.118 -0.078 2.618 0.10 0.02 -0.20
H -5.433 0.869 1.170 0.22 -0.31 0.16
H -4.904 -0.837 1.035 -0.12 0.22 0.18
C -2.790 1.148 -2.754 0.15 0.10 0.66
H -3.380 1.757 -3.443 -0.11 -0.22 0.05
H -1.763 1.456 -2.886 0.14 -0.11 -0.03
H -2.889 0.094 -3.009 -0.16 -0.04 -0.13
C -2.890 2.950 -1.047 -0.09 -0.08 0.06
H -1.799 3.064 -1.046 -0.18 0.02 -0.02
H -3.291 3.565 -1.861 0.05 -0.06 0.15
H -3.282 3.336 -0.105 0.03 0.00 -0.22
C -4.800 1.262 -1.340 -0.14 0.02 0.39
H -5.059 0.201 -1.448 -0.09 0.31 0.05
H -5.304 1.677 -0.467 0.05 -0.07 -0.23
H -5.206 1.780 -2.220 0.24 -0.10 0.21
Pt -0.010 -0.125 -0.053 -0.61 0.43 -1.93
N 0.195 1.543 -1.870 0.46 -0.68 0.91
C 0.733 1.541 -2.918 -0.25 -0.63 -1.19
C 0.998 1.702 -4.281 -0.91 2.53 2.21
C 0.862 3.073 -4.624 -0.06 1.84 -0.62
C 1.270 0.766 -5.308 0.78 -1.83 -4.19
C 0.976 3.562 -5.923 -0.49 1.05 3.19
H 0.638 3.747 -3.787 0.15 -0.06 -0.58
C 1.354 1.219 -6.663 0.03 -0.20 0.84
H 1.372 -0.301 -5.096 -0.08 0.42 -0.09
C 1.224 2.600 -6.958 0.42 -1.10 -2.09
H 0.867 4.678 -6.087 0.15 -1.65 -0.05
H 1.526 0.537 -7.544 -0.18 0.61 1.42
H 1.312 2.999 -7.983 -0.01 -0.62 0.55
C 1.240 -0.870 3.851 -0.04 -0.11 -0.09
C 0.555 -1.958 3.077 -0.45 -1.26 0.10
N 0.382 -3.134 3.731 -0.07 0.78 -0.52
O 0.146 -1.868 1.888 0.15 0.44 0.23
H 1.817 -1.302 4.675 -0.09 0.25 -0.16
H 0.492 -0.185 4.260 0.06 -0.03 -0.02
H 1.903 -0.315 3.188 0.00 0.04 0.09
H -0.081 -3.901 3.236 0.24 0.44 0.50
H 0.587 -3.212 4.729 -0.07 -0.11 -0.68
```
Forces are in eV/Å.

Löwdin population analysis, charges in e, atoms 1 to 4:
1 C -0.277
2 C -0.316
3 C 0.034
4 C 0.019

=====

[3]
DFT (ωB97M-V/def2-TZVPD) results for C4H4O2 in the gas phase.

**ΔE to the lowest compared entry with this formula, charge and spin**: 178.8 kJ/mol
**Kohn-Sham gap**: 10.690 eV
**2S+1**: 1
**SMILES**: O=C1C[C@H]2O[C@@H]12
**Max |F|**: 0.66 eV/Å
**LUMO**: 0.95 eV

```
10
Properties=species:S:1:pos:R:3:forces:R:3
O -0.234 2.220 0.485 0.02 -0.54 -0.38
C -0.125 1.105 0.053 -0.07 0.54 0.19
C -1.061 -0.125 0.103 -0.13 -0.01 0.03
C 0.244 -0.931 0.070 -0.10 -0.34 0.13
O 0.750 -0.720 -1.229 0.04 0.02 -0.13
C 1.089 0.251 -0.242 0.28 0.26 0.16
H -1.659 -0.315 -0.791 0.02 0.06 0.17
H -1.681 -0.137 1.002 0.18 -0.03 -0.06
H 0.537 -1.814 0.628 -0.08 0.12 -0.16
H 2.141 0.466 -0.080 -0.17 -0.07 0.05
```
Forces are in eV/Å.

Löwdin population analysis, charges in e, atoms 1 to 4:
1 O 0.112
2 C -0.332
3 C -0.009
4 C -0.212

=====

[4]
DFT (ωB97M-V/def2-TZVPD) results for C12H12F3NO3S2 in the gas phase.

**Kohn-Sham gap**: 6.350 eV
**2S+1**: 1
**Max |F|**: 4.30 eV/Å
**LUMO**: -0.31 eV

```
33
Properties=species:S:1:pos:R:3:forces:R:3
F -2.817 -1.971 1.348 0.30 -0.46 -0.92
C -1.852 -1.975 0.377 -0.20 0.36 0.34
F -1.396 -3.244 0.207 -0.66 1.28 0.03
F -2.406 -1.552 -0.795 0.18 -0.84 0.80
S -0.641 -0.758 0.954 2.96 -2.21 -2.21
N 0.464 -1.068 -0.390 -0.35 -0.90 1.54
C 0.578 -0.165 -1.486 0.02 -0.18 0.06
O -0.054 0.840 -1.719 0.34 -1.05 0.58
C 1.668 -0.782 -2.289 0.35 0.36 -1.04
C 2.143 -1.907 -1.660 1.06 -0.78 -0.53
C 3.147 -2.678 -2.243 -0.05 0.06 0.01
C 3.658 -2.297 -3.486 -0.13 0.34 -0.11
C 3.175 -1.146 -4.137 -0.04 -0.32 0.56
C 2.175 -0.385 -3.524 0.05 -0.07 0.04
C 1.436 -2.119 -0.377 -0.02 -0.09 0.30
O 1.628 -2.958 0.485 -0.55 1.38 -1.17
H 3.506 -3.557 -1.721 0.03 0.03 -0.09
H 4.447 -2.874 -3.971 -0.26 0.07 0.25
H 3.599 -0.863 -5.105 -0.26 -0.03 0.39
H 1.787 0.507 -3.988 -0.06 0.14 -0.11
C -2.748 3.632 2.562 -0.03 1.02 0.50
S -1.495 2.400 2.134 -0.29 -1.14 -2.29
C -1.000 1.986 3.789 -0.24 -0.26 0.00
C -1.977 0.988 1.306 -1.92 3.24 1.72
O -0.403 3.042 1.385 -0.83 -0.03 0.83
H -3.468 3.146 3.217 0.00 -0.20 0.03
H -2.315 4.490 3.112 -0.05 -0.33 -0.31
H -3.306 3.999 1.695 0.50 -0.27 -0.10
H -1.900 1.784 4.359 -0.08 -0.05 0.16
H -0.372 1.094 3.779 0.07 0.23 -0.14
H -0.489 2.863 4.189 0.02 -0.14 -0.07
H -2.756 0.375 1.790 0.22 0.57 -0.22
H -2.012 1.151 0.205 -0.09 0.27 1.17
```
Forces are in eV/Å.

Löwdin population analysis, charges in e, atoms 1 to 4:
1 F 0.051
2 C -0.763
3 F 0.103
4 F 0.086

=====

[5]
DFT (ωB97M-V/def2-TZVPD) results for C21H24NO4PS in the gas phase.

**Kohn-Sham gap**: 7.916 eV
**2S+1**: 1
**SMILES**: CCNc1cc2c(c(P(O)(O)=S)c1)C(=O)c1cc(CCC(C)C)ccc1C2=O
**Max |F|**: 0.38 eV/Å
**LUMO**: -1.04 eV

```
52
Properties=species:S:1:pos:R:3:forces:R:3
C 6.177 -0.863 1.166 0.21 0.10 0.07
C 6.605 -0.481 -0.242 -0.21 -0.27 -0.10
N 5.616 -0.891 -1.273 -0.17 0.29 0.09
C 4.262 -0.584 -0.921 -0.03 -0.09 0.07
C 3.415 -1.615 -0.550 -0.04 0.14 0.08
C 2.103 -1.334 -0.186 0.05 -0.08 0.05
C 1.630 -0.023 -0.176 -0.08 -0.13 -0.04
C 2.458 1.021 -0.596 0.33 0.11 0.03
P 1.909 2.745 -0.817 -0.38 0.04 -0.04
O 3.235 3.464 -1.380 -0.09 -0.07 -0.11
O 1.827 3.373 0.643 0.35 0.08 -0.06
S 0.415 3.021 -1.998 0.17 -0.12 0.13
C 3.771 0.722 -0.953 -0.06 -0.17 -0.09
C 0.257 0.227 0.334 -0.12 0.19 0.10
O -0.040 1.294 0.838 0.06 -0.29 -0.17
C -0.712 -0.895 0.237 0.07 0.01 0.02
C -2.069 -0.617 0.243 0.04 -0.07 0.04
C -2.996 -1.652 0.174 0.02 0.08 0.00
C -4.475 -1.366 0.115 -0.03 0.06 -0.13
C -4.919 -0.120 0.899 0.22 -0.28 -0.12
C -4.947 1.180 0.068 -0.29 0.18 0.12
C -6.390 1.514 -0.330 0.27 0.23 -0.14
C -4.296 2.370 0.806 -0.14 -0.13 -0.01
C -2.524 -2.965 0.139 -0.15 0.04 -0.01
C -1.173 -3.251 0.154 0.12 0.03 0.01
C -0.252 -2.211 0.184 0.00 0.08 0.00
C 1.207 -2.481 0.182 0.17 -0.28 0.07
O 1.668 -3.578 0.428 -0.18 0.28 -0.14
H 7.061 -0.907 1.803 -0.02 -0.01 0.03
H 5.504 -0.130 1.611 -0.15 -0.08 -0.08
H 5.703 -1.844 1.178 -0.01 -0.02 0.02
H 7.528 -1.010 -0.474 0.07 0.11 -0.12
H 6.792 0.595 -0.304 0.11 0.05 0.12
H 5.819 -0.367 -2.116 0.17 -0.14 -0.08
H 3.768 -2.636 -0.546 0.00 -0.02 0.00
H 3.078 3.619 -2.322 0.10 0.18 0.02
H 1.956 2.708 1.329 -0.27 0.02 0.07
H 4.434 1.511 -1.280 -0.01 0.07 0.01
H -2.371 0.419 0.296 -0.06 0.01 0.02
H -5.022 -2.252 0.438 0.03 -0.03 0.08
H -4.730 -1.231 -0.943 -0.11 -0.02 0.00
H -4.256 -0.006 1.759 0.00 0.01 0.03
H -5.912 -0.316 1.307 -0.06 0.10 0.02
H -4.406 1.007 -0.865 0.15 0.00 0.03
H -6.794 0.792 -1.040 -0.09 -0.14 0.13
H -6.422 2.492 -0.815 -0.05 -0.02 -0.04
H -7.026 1.563 0.554 -0.08 -0.04 0.00
H -4.915 3.265 0.732 0.04 0.04 -0.07
H -4.177 2.156 1.868 0.02 0.03 0.04
H -3.314 2.614 0.402 0.06 0.00 0.04
H -3.244 -3.774 0.104 0.01 -0.03 -0.01
H -0.815 -4.271 0.137 0.02 -0.02 0.01
```
Forces are in eV/Å.

Löwdin population analysis, charges in e, atoms 1 to 4:
1 C -0.091
2 C -0.255
3 N -0.010
4 C -0.263

=====

[6]
DFT (ωB97M-V/def2-TZVPD) results for a molecular structure, C31H23F2N5O7S2Zr.

**ΔE to the lowest compared entry with this formula, charge and spin**: 223.6 kJ/mol
**Kohn-Sham gap**: 6.789 eV
**2S+1**: 1
**Net charge**: +2
**Max |F|**: 1.61 eV/Å
**LUMO**: -6.29 eV

```
71
Properties=species:S:1:pos:R:3:forces:R:3
Zr -0.690 -0.282 0.403 -0.75 0.13 -0.93
O -1.424 3.716 -1.017 -0.02 -0.03 0.18
C -1.374 2.610 -0.324 0.28 -0.44 -0.46
O -0.875 1.560 -0.740 -0.38 1.48 0.05
C -1.999 2.625 1.016 -0.37 0.07 0.62
C -2.506 3.738 1.684 0.23 -0.48 -0.34
C -3.079 3.528 2.930 -0.01 -0.29 0.10
C -3.170 2.237 3.444 0.17 0.09 -0.35
C -2.651 1.183 2.697 -0.12 0.25 -0.34
N -2.058 1.389 1.524 -0.31 0.48 -0.03
C -2.696 -0.295 2.996 -0.05 0.18 -0.60
O -3.137 -0.750 4.137 -0.20 -0.32 0.17
O -2.337 -1.040 2.098 -0.27 0.06 0.66
H -1.039 3.618 -1.908 0.00 -0.21 0.19
H -2.447 4.718 1.236 0.00 0.07 -0.01
H -3.464 4.362 3.496 -0.06 0.06 0.04
H -3.639 2.082 4.402 -0.10 -0.09 0.12
H -3.210 -0.100 4.854 0.00 0.03 -0.33
F -6.107 0.167 -0.944 0.07 -0.13 -0.08
C -5.014 -0.602 -0.908 0.48 -0.02 0.07
C -3.786 -0.008 -0.640 -0.02 0.08 -0.09
C -2.628 -0.770 -0.541 -0.86 -0.53 -0.20
C -2.724 -2.170 -0.749 -0.21 0.09 -0.21
C -3.980 -2.728 -1.029 0.15 0.41 0.12
F -4.113 -4.050 -1.197 -0.02 0.02 -0.02
C -5.131 -1.965 -1.103 -0.01 0.03 -0.04
C -1.484 -2.965 -0.684 -0.29 -0.41 -0.27
C -1.320 -4.227 -1.266 0.10 0.06 0.09
C -0.099 -4.869 -1.185 -0.07 0.33 0.15
C 0.960 -4.233 -0.548 -0.08 0.33 0.07
C 0.746 -2.973 -0.021 0.59 -0.48 0.07
N -0.438 -2.358 -0.077 -0.36 -1.40 -0.27
H -3.773 1.071 -0.503 -0.07 -0.09 0.01
H -6.086 -2.421 -1.314 -0.07 -0.07 0.02
H -2.125 -4.695 -1.806 -0.12 0.05 0.09
H 0.029 -5.850 -1.620 0.01 -0.04 -0.06
H 1.932 -4.694 -0.491 0.11 0.00 0.10
H 1.556 -2.427 0.461 -0.18 -0.15 -0.09
O 1.585 0.115 0.049 -0.12 0.13 0.34
C 1.636 0.457 1.240 1.60 0.02 -0.22
N 0.534 0.965 1.844 -0.17 0.31 0.58
S 0.405 -0.065 3.101 0.58 0.43 1.14
O -0.535 0.361 4.089 0.84 0.03 0.33
O 0.077 -1.302 2.385 0.06 -0.59 -0.08
C 2.146 -0.201 3.451 -0.21 0.27 -0.53
C 2.893 -0.675 4.502 -0.20 0.00 0.17
C 4.266 -0.817 4.297 -0.21 0.00 -0.07
C 4.838 -0.513 3.070 0.05 0.03 0.05
C 4.068 -0.059 2.003 -0.32 0.00 0.02
C 2.707 0.094 2.204 0.54 0.00 0.13
H 2.433 -0.924 5.446 0.01 -0.06 0.09
H 4.884 -1.188 5.101 0.03 0.03 0.04
H 5.904 -0.633 2.949 0.09 0.01 -0.06
H 4.511 0.187 1.050 0.07 -0.05 -0.08
C 3.345 0.315 -5.928 0.02 -0.12 -0.19
C 2.722 0.736 -4.651 0.16 0.42 0.30
C 3.146 1.802 -3.890 -0.19 -0.17 0.01
C 2.443 2.107 -2.708 0.17 -0.28 -0.56
N 1.426 1.376 -2.292 0.15 0.36 -0.05
C 1.058 0.303 -2.989 0.00 -0.03 -0.09
S -0.135 -0.746 -2.457 -0.39 -0.29 0.25
N 1.673 0.025 -4.187 -0.09 0.10 0.18
C 2.827 3.266 -1.861 0.09 0.08 0.01
H 4.179 0.961 -6.188 -0.03 0.00 0.01
H 2.612 0.341 -6.734 -0.03 0.05 -0.06
H 3.705 -0.711 -5.854 0.04 -0.03 0.02
H 3.980 2.403 -4.208 0.10 0.03 -0.08
H 1.307 -0.761 -4.716 0.12 0.04 0.07
H 3.592 3.873 -2.333 0.04 0.09 0.03
H 3.198 2.900 -0.906 0.09 -0.03 0.09
H 1.955 3.877 -1.643 -0.09 0.10 -0.01
```
Forces are in eV/Å.

Löwdin population analysis, charges in e, atoms 1 to 4:
1 Zr 1.764
2 O 0.215
3 C -0.394
4 O -0.096